{"formula": "C22H39MnN4O9SSi", "method": "the ωB97M-V functional and the def2-TZVPD basis", "elements": ["Mn", "C", "C", "N", "C", "C", "N", "C", "O", "O", "C", "O", "O", "H", "H", "H", "H", "H", "C", "C", "N", "O", "C", "C", "N", "O", "H", "H", "H", "H", "H", "H", "H", "C", "C", "C", "C", "O", "Si", "S", "O", "C", "C", "C", "C", "O", "C", "C", "C", "C", "H", "H", "H", "H", "H", "H", "H", "H", "H", "H", "H", "H", "H", "H", "H", "H", "H", "H", "H", "H", "H", "H", "H", "H", "H", "H", "H"], "xyz": [[-0.1340, 2.1677, 0.0776], [3.6779, 0.9501, 0.0977], [3.2925, 2.3814, -0.0222], [2.0606, 2.8239, -0.1308], [2.1323, 4.1796, -0.2951], [3.4433, 4.5691, -0.2840], [4.1617, 3.4122, -0.1093], [4.1181, 5.8718, -0.4259], [3.3366, 6.8979, -0.6271], [5.3321, 5.9376, -0.3552], [0.8786, 4.9607, -0.5194], [0.9870, 6.1932, -0.7238], [-0.1836, 4.2944, -0.4985], [2.7847, 0.3466, -0.0552], [4.0853, 0.7280, 1.0855], [4.4213, 0.6920, -0.6577], [5.1661, 3.4076, -0.0362], [2.3348, 6.6099, -0.6721], [-4.4205, 2.5814, 1.5899], [-2.9555, 2.5129, 1.2846], [-2.5043, 2.3747, 0.0939], [-3.4578, 2.1778, -0.8860], [-1.9270, 2.5791, 2.3181], [-2.1264, 3.1583, 3.6831], [-0.7741, 2.1150, 1.9278], [0.3048, 2.1823, 2.6369], [-4.9491, 1.8771, 0.9480], [-4.8039, 3.5791, 1.3668], [-4.6214, 2.3492, 2.6337], [-2.8988, 2.0366, -1.6609], [-2.8858, 3.9402, 3.6774], [-1.1730, 3.5761, 4.0079], [-2.4166, 2.3903, 4.4061], [-2.9543, -3.8505, -0.6916], [-2.7181, -2.5361, -1.4383], [-3.3841, -1.3859, -0.6868], [-3.2694, -2.6139, -2.8599], [-1.3055, -2.3775, -1.5599], [-0.2279, -1.4180, -0.7811], [-0.2995, 0.5191, -1.5894], [1.2412, -2.1213, -0.9855], [1.8955, -2.6757, -2.1274], [1.3568, -4.0866, -2.3778], [1.7067, -1.8167, -3.3763], [3.3780, -2.7407, -1.7634], [-0.5427, -1.4583, 0.8193], [0.1428, -1.9280, 1.9814], [0.3676, -3.4397, 1.8914], [-0.7849, -1.6052, 3.1497], [1.4754, -1.2009, 2.1343], [-4.0213, -4.0524, -0.5771], [-2.4938, -3.7818, 0.2955], [-2.4903, -4.6757, -1.2353], [-4.4642, -1.5403, -0.6560], [-3.1751, -0.4404, -1.1830], [-2.9988, -1.3232, 0.3313], [-4.3530, -2.7444, -2.8463], [-2.8156, -3.4512, -3.3935], [-3.0262, -1.6904, -3.3871], [0.2772, -4.0376, -2.5107], [1.5753, -4.7314, -1.5239], [1.8185, -4.5105, -3.2718], [0.6574, -1.8122, -3.6747], [2.3151, -2.2136, -4.1913], [1.9962, -0.7864, -3.1728], [3.5137, -3.3300, -0.8548], [3.7554, -1.7327, -1.5839], [3.9497, -3.1981, -2.5728], [-0.5873, -3.9558, 1.7654], [0.8496, -3.8027, 2.8012], [0.9993, -3.6625, 1.0338], [-1.7627, -2.0592, 2.9765], [-0.9084, -0.5234, 3.2247], [-0.3790, -1.9874, 4.0880], [2.1490, -1.5188, 1.3359], [1.9292, -1.4338, 3.0995], [1.3266, -0.1217, 2.0685]], "lowdin_spin": [4.6091, 0.0010, 0.0062, 0.0318, 0.0035, 0.0004, 0.0021, 0.0001, 0.0003, 0.0001, 0.0071, 0.0064, 0.0423, 0.0006, 0.0001, 0.0001, 0.0003, 0.0002, 0.0006, 0.0090, 0.0459, 0.0086, 0.0337, 0.0066, 0.0338, 0.0415, 0.0000, 0.0001, 0.0003, 0.0007, 0.0009, 0.0011, 0.0017, 0.0001, 0.0003, 0.0007, 0.0001, 0.0032, 0.0170, 0.0689, 0.0026, 0.0002, 0.0001, 0.0014, 0.0000, 0.0044, 0.0003, 0.0001, 0.0002, 0.0007, 0.0000, 0.0000, 0.0000, 0.0000, 0.0006, 0.0000, 0.0000, 0.0000, 0.0001, 0.0000, 0.0000, 0.0000, 0.0005, 0.0001, 0.0008, 0.0000, 0.0000, 0.0000, 0.0000, 0.0000, 0.0000, 0.0000, 0.0002, 0.0000, 0.0000, 0.0000, 0.0010], "s2": 8.759, "spin_multiplicity": 6, "total_charge": -1, "e_tot_ev": -97877.6217, "homo_lumo_gap_ev": [7.3, 7.5]}


{"formula": "C22H39N3O2PS6Sn", "method": "the ωB97M-V functional and the def2-TZVPD basis", "elements": ["Sn", "C", "C", "S", "C", "C", "S", "C", "C", "S", "C", "C", "S", "H", "H", "H", "H", "H", "H", "H", "H", "H", "H", "H", "H", "H", "H", "H", "H", "C", "S", "C", "S", "N", "N", "C", "C", "C", "C", "C", "C", "N", "H", "H", "H", "H", "H", "H", "H", "H", "C", "P", "C", "C", "O", "H", "H", "H", "H", "H", "H", "H", "H", "H", "C", "O", "C", "C", "H", "H", "H", "H", "H", "H"], "xyz": [[-0.7721, 0.3164, -0.2117], [-0.2874, -3.1065, 2.8577], [0.5485, -3.6309, 1.7067], [1.4304, -2.3159, 0.7912], [3.0412, -2.2504, 1.6482], [2.9835, -1.6596, 3.0448], [2.2586, 0.0220, 2.9562], [1.3590, 0.1063, 4.5521], [0.2901, 1.1868, 4.5190], [-0.7723, 1.1727, 3.0165], [-2.2587, 0.2760, 3.5506], [-2.0930, -1.2092, 3.8073], [-1.7255, -2.1405, 2.2722], [0.3027, -2.4429, 3.4846], [-0.6664, -3.9368, 3.4650], [-0.0946, -4.1036, 0.9673], [1.2823, -4.3530, 2.0698], [3.6365, -1.6170, 0.9912], [3.4702, -3.2553, 1.6690], [3.9865, -1.5765, 3.4692], [2.3744, -2.2792, 3.7020], [2.0846, 0.3269, 5.3402], [0.9263, -0.8774, 4.7395], [0.7660, 2.1658, 4.4876], [-0.3517, 1.1262, 5.3990], [-2.9543, 0.4310, 2.7242], [-2.6478, 0.7674, 4.4449], [-3.0264, -1.6101, 4.2131], [-1.2946, -1.4064, 4.5223], [-6.0426, 2.0313, -1.2922], [-4.9252, 1.5548, -2.6485], [-3.3938, 1.4369, -1.7857], [-3.3468, 0.5821, -0.2662], [-2.3798, 1.9302, -2.3883], [-1.1934, 1.8083, -1.7857], [-0.2310, 2.6845, -2.1908], [0.7492, 3.0422, -1.2923], [1.6393, 4.1425, -1.5008], [2.5056, 4.5147, -0.5191], [2.4990, 3.8078, 0.7004], [1.6330, 2.7418, 0.8222], [0.8068, 2.3315, -0.1177], [-7.0577, 1.9038, -1.6514], [-5.8349, 1.3779, -0.4523], [-5.8581, 3.0654, -1.0187], [-0.4176, 3.2621, -3.0886], [1.5935, 4.6832, -2.4407], [3.1863, 5.3485, -0.6616], [3.1668, 4.0831, 1.5060], [1.6141, 2.1693, 1.7427], [2.8090, -1.1162, -4.0538], [1.8287, 0.2299, -3.2580], [0.2317, 0.1692, -4.1363], [2.7148, 1.7320, -3.8159], [1.7986, 0.0800, -1.7997], [2.9118, -0.9651, -5.1265], [2.3229, -2.0705, -3.8622], [3.7928, -1.1283, -3.5843], [0.3712, 0.0076, -5.2017], [-0.3082, 1.0931, -3.9612], [-0.3442, -0.6402, -3.7002], [2.7558, 1.8065, -4.8992], [3.7220, 1.6843, -3.4021], [2.2048, 2.5913, -3.3896], [-3.4668, -2.5321, -1.0992], [-2.2660, -2.6372, -1.8294], [-1.1526, -2.1397, -1.2653], [0.0049, -2.6889, -2.0562], [-4.1918, -1.9435, -1.6651], [-3.2833, -2.0511, -0.1399], [-3.8572, -3.5430, -0.9411], [-0.2496, -2.8880, -3.1020], [0.2784, -3.6434, -1.5991], [0.8612, -2.0338, -1.9841]], "mulliken_charge": [0.2744, 0.5084, -1.2771, 0.4547, -1.2046, -0.6398, 0.0642, -0.4946, -1.2321, 0.2746, -0.7571, -0.8319, 0.1770, -0.8821, 0.5227, 0.3466, 0.5331, 0.3684, 0.4656, 0.5002, 0.3098, 0.4275, 0.1649, 0.4697, 0.5111, 0.1366, 0.5127, 0.4917, 0.3847, -0.7880, -0.1316, 0.4146, -0.5244, -1.1104, 1.0983, -1.0138, 0.3212, -1.0062, -0.4024, -1.1932, 0.1727, 0.4545, 0.3286, 0.2179, 0.2536, 0.2239, 0.4237, 0.3795, 0.3876, -0.1648, -1.2779, 1.1221, -0.8227, -1.0202, -0.6522, 0.3896, 0.3731, 0.3377, 0.4605, 0.1699, 0.0464, 0.3912, 0.3280, 0.0885, -0.2018, -0.3034, 0.5206, -1.1495, 0.2249, -0.0630, 0.2587, 0.5048, 0.4486, -0.0949], "total_charge": -1, "e_tot_ev": -112142.2771, "homo_lumo_gap_ev": 3.5, "e_above_lowest_kcal_mol": 36.1}


{"formula": "C22H39N3O8", "method": "the ωB97M-V functional and the def2-TZVPD basis", "elements": ["C", "C", "C", "C", "C", "C", "C", "C", "C", "C", "N", "C", "N", "N", "C", "C", "C", "O", "O", "H", "H", "H", "H", "H", "H", "H", "H", "H", "H", "H", "H", "H", "H", "H", "H", "H", "H", "H", "H", "H", "H", "H", "H", "H", "H", "H", "C", "C", "C", "O", "C", "O", "O", "H", "H", "H", "H", "H", "H", "C", "C", "C", "O", "C", "O", "O", "H", "H", "H", "H", "H", "H"], "xyz": [[-1.6617, -2.7445, -0.6885], [-1.4153, -1.3450, -1.2848], [-0.0054, -1.2273, -1.8387], [-1.8170, -0.2344, -0.2728], [-0.6598, 0.5260, 0.3593], [-1.0738, 1.4889, 1.4620], [0.0285, 1.9252, 2.4401], [1.4954, 1.9681, 1.9606], [2.4258, 1.1401, 2.8502], [2.3786, -0.3674, 2.5794], [2.2708, -1.2187, 3.7769], [0.9727, -1.2265, 4.3780], [0.0091, -1.9904, 4.0332], [0.8235, -0.3774, 5.4655], [-1.9031, 2.6814, 0.9260], [-3.3466, 2.3077, 1.1937], [-3.1747, 1.5295, 2.4867], [-3.8547, 1.5427, 3.5026], [-2.0447, 0.7913, 2.3342], [-2.6286, -3.1103, -1.0298], [-1.6859, -2.7303, 0.3960], [-0.9159, -3.4459, -1.0509], [-2.0902, -1.2267, -2.1222], [0.1598, -0.2943, -2.3656], [0.1297, -2.0214, -2.5724], [0.7604, -1.3841, -1.0841], [-2.4695, 0.4676, -0.7847], [-2.3960, -0.7070, 0.5129], [0.0884, -0.1797, 0.7071], [-0.1674, 1.1122, -0.4164], [-0.0518, 1.3039, 3.3234], [-0.2263, 2.9361, 2.7454], [1.8399, 2.9971, 2.0551], [1.6196, 1.7025, 0.9147], [3.4453, 1.4759, 2.6623], [2.2293, 1.3748, 3.8904], [3.3350, -0.6324, 2.1366], [1.6181, -0.6215, 1.8408], [2.4675, -2.1664, 3.4954], [0.2600, -2.5337, 3.2158], [1.5818, 0.2741, 5.5679], [-0.0825, 0.0631, 5.4957], [-1.7168, 3.5610, 1.5406], [-1.6623, 2.9675, -0.0928], [-3.7727, 1.6442, 0.4485], [-4.0334, 3.1414, 1.2863], [5.7390, 4.1166, -0.3741], [4.9050, 2.9310, 0.0411], [5.6187, 1.5968, -0.0015], [4.5501, 0.6848, -0.2870], [3.5763, 1.3724, -0.9316], [2.6308, 0.8811, -1.4465], [3.8294, 2.7032, -0.8879], [6.0390, 4.0247, -1.4181], [5.1706, 5.0406, -0.2754], [6.6309, 4.1919, 0.2479], [4.4594, 3.1002, 1.0260], [6.0963, 1.3318, 0.9386], [6.3510, 1.5413, -0.8104], [-4.9311, -3.8844, -3.5962], [-4.3743, -3.0589, -4.7292], [-3.6284, -3.8447, -5.7851], [-2.6645, -2.8939, -6.2531], [-2.4372, -2.0048, -5.2559], [-1.5684, -1.2013, -5.2511], [-3.3444, -2.1696, -4.2600], [-4.1235, -4.3589, -3.0379], [-5.4880, -3.2581, -2.9000], [-5.6007, -4.6548, -3.9785], [-5.1597, -2.4467, -5.1806], [-4.2610, -4.1732, -6.6058], [-3.0981, -4.7040, -5.3674]], "mulliken_charge": [-1.5257, 1.4776, -1.9175, -1.6435, 0.3827, 2.1096, -1.3199, -0.1978, -1.1866, -0.0338, -0.5158, 0.2965, -0.7208, -0.4784, -1.1031, -0.4713, 0.3961, -0.6391, -0.4991, 0.2473, 0.3879, 0.4000, -0.0437, 0.3284, 0.5333, 0.4028, 0.1295, 0.5398, -0.8330, 0.4723, 0.2055, 0.4296, 0.4599, -0.0431, 0.2250, 0.6168, 0.4694, -0.1321, 0.3480, 0.2355, 0.3266, 0.3029, 0.4522, 0.4144, 0.1762, 0.4650, -1.5784, 0.8209, -0.5176, -0.3255, 0.6755, -0.5165, -0.3515, 0.3772, 0.3741, 0.3733, 0.0702, 0.3119, 0.3612, -1.3944, 0.4564, -0.4875, -0.3504, 0.6093, -0.5033, -0.2459, 0.3227, 0.3488, 0.3871, 0.2321, 0.3158, 0.3078], "e_tot_ev": -44297.7384, "homo_lumo_gap_ev": 9.5, "e_above_lowest_kcal_mol": 0.0}